[1]
ORCA calculation (the ωB97M-V functional and the def2-TZVPD basis) on a structure of composition C20H38CrN4O5S.

Results
LUMO energy (spin up / spin down) ... -11.04 / -10.33 eV
Spin multiplicity ... 2
Net charge ... +3

Last column: Mulliken charge in e.
Cartesian coordinates (Å):
N1 0.13 -4.18 0.70  0.0029
H1 1.98 2.30 -0.11  0.1871
H2 3.26 1.49 -1.01  0.5409
H3 1.10 -5.95 1.36  0.3310
Cr1 0.08 -0.46 0.21  -0.2444
H4 -3.35 -1.08 5.36  0.3851
C1 0.16 -5.65 0.92  -0.5995
H5 2.54 -1.85 -1.11  0.2844
H6 -3.38 1.96 5.53  0.2758
C2 -3.77 0.98 5.82  -0.6406
H7 -2.21 2.53 0.59  0.4389
H8 -2.50 -1.26 -2.50  0.5318
H9 0.54 2.83 1.47  0.4027
N2 -1.46 -4.46 2.18  0.0711
C3 1.75 -0.18 -2.22  -0.4235
H10 -5.01 -0.18 2.28  0.5129
H11 -3.56 0.85 6.88  0.3844
C4 1.77 -1.64 -1.84  -0.6606
N3 -2.88 0.75 1.50  0.3633
H12 -0.80 -3.26 -2.15  0.3237
H13 3.36 -0.34 0.62  0.3316
H14 3.38 1.15 1.55  0.4713
C5 2.79 0.55 0.87  -0.4207
C6 -5.59 0.93 4.07  -0.5936
H15 0.44 0.31 3.21  0.0617
N4 -3.35 0.04 3.60  0.4075
C7 -1.03 -5.84 1.88  -0.5766
H16 -1.94 1.73 -1.57  0.4426
H17 2.72 0.13 -2.60  0.5103
H18 -1.95 -0.01 5.14  0.3913
H19 -1.85 -6.39 1.44  0.3567
O1 -1.35 -0.19 -1.11  0.0115
H20 -3.27 0.69 -1.04  0.4826
C8 -2.23 0.96 -0.86  -0.9383
H21 -3.85 0.68 1.20  0.3549
H22 0.87 -3.68 0.25  0.0099
C9 -0.75 -3.58 1.50  0.4514
H23 -6.66 0.76 3.91  0.3940
O2 0.50 -1.95 -1.17  0.0870
H24 0.02 -6.18 -0.02  0.3425
H25 -2.92 -3.19 3.02  0.1176
H26 -5.76 1.77 6.05  0.3658
C10 -2.52 -4.19 3.16  -0.7292
H27 -5.35 1.90 3.63  0.2477
H28 -2.12 -4.29 4.17  0.3399
H29 -3.31 -4.92 3.02  0.3687
O3 1.59 0.08 1.53  0.0001
H30 1.91 -2.28 -2.70  0.4845
C11 1.00 0.96 2.54  -0.6732
H31 -5.69 0.02 6.02  0.2889
H32 -2.39 -1.97 -0.86  0.3344
C12 -5.27 0.92 5.57  -0.7281
H33 -0.74 -6.34 2.81  0.3734
S1 -1.01 -1.87 1.74  -0.1348
H34 -0.30 -1.84 -3.09  0.5170
C13 0.06 1.97 1.93  -0.4087
C14 -2.04 1.45 0.57  -0.3543
O4 -0.65 1.22 0.88  0.2424
C15 -0.61 -2.19 -2.11  -0.6010
H35 -0.67 2.26 2.68  0.4255
C16 -1.85 -1.45 -1.65  -0.6228
H36 1.00 0.02 -2.99  0.2997
C17 -3.03 -0.09 5.03  -0.7450
C18 -2.45 0.54 2.78  -0.9201
H37 -5.07 -1.14 3.75  0.3535
H38 1.80 1.46 3.09  0.6096
O5 1.36 0.60 -1.06  0.0227
C19 -4.80 -0.16 3.35  -0.9667
C20 2.40 1.33 -0.36  -0.5520

=====

[2]
ORCA calculation (the ωB97M-V functional and the def2-TZVPD basis) on a cluster of 5 separate species, C20H39ClN2O11P in total.

Results
LUMO energy ... 1.71 eV
Net charge ... -1

Last column: Mulliken charge in e.
Cartesian coordinates (Å):
Cl1 0.63 -2.04 -5.99  -0.2967
H1 -3.37 -4.48 -9.60  0.3660
H2 3.00 -1.00 7.80  0.2898
H3 3.49 3.27 10.85  0.3041
C1 1.06 1.22 -0.08  -0.8452
H4 1.42 -2.02 4.51  0.2347
O1 1.15 0.27 6.36  -0.2985
N1 -2.78 0.37 -4.77  -0.4706
C2 2.07 -1.56 7.69  -1.1008
O2 5.21 0.72 1.12  -0.6283
C3 3.19 0.38 2.31  -0.6594
C4 0.20 1.85 10.39  0.9237
N2 -3.27 3.21 -6.73  -0.7668
H5 1.10 1.59 0.95  0.2877
H6 1.97 -0.23 -1.34  0.2209
O3 0.88 0.79 4.24  -0.5600
H7 0.12 2.48 12.42  0.2868
C5 0.91 -0.60 7.48  0.3770
H8 -2.12 -1.92 -7.19  0.1529
O4 -0.19 0.74 10.15  -0.5803
H9 -1.45 2.41 11.59  0.3288
H10 1.83 -0.77 0.31  0.2324
C6 -0.77 0.07 -3.29  -0.0074
H11 -0.16 -1.49 3.89  0.3455
O5 -1.03 -1.09 -9.03  -0.5071
C7 -2.80 -3.85 -10.29  -0.4603
H12 -2.49 -1.80 -11.82  0.3752
H13 2.34 -0.27 2.20  0.1649
C8 2.04 0.10 -0.31  -0.2237
H14 -3.46 -0.36 -4.57  0.2961
H15 -0.81 0.40 -5.38  0.2590
C9 -1.61 -1.41 -11.31  -1.2215
C10 2.63 3.95 10.90  -0.9835
H16 -0.71 -1.75 -11.81  0.2959
C11 -3.09 0.83 -6.14  -0.0816
O6 1.27 2.31 9.71  -0.3890
H17 -4.17 0.79 -6.32  0.4249
C12 1.69 3.68 9.74  -0.4318
O7 3.41 0.54 -0.12  -0.3332
H18 -4.22 2.85 -6.82  0.2781
O8 -0.65 1.22 -2.90  -0.7259
H19 0.83 4.35 9.74  0.3355
C13 -1.97 -4.73 -11.20  -1.0024
C14 -1.42 -0.16 -4.67  0.5235
H20 2.21 3.84 8.80  0.3627
H21 3.00 4.97 10.87  0.3641
H22 -1.38 -4.13 -11.90  0.2708
O9 -0.39 -0.94 -2.64  -0.7116
O10 -2.40 -2.28 -6.34  -0.4070
H23 -0.03 -2.01 5.55  0.3885
P1 -1.29 -1.98 -5.13  0.2134
H24 -1.48 2.34 -6.22  0.3389
C15 0.50 -1.49 4.76  -1.0235
H25 -3.54 -3.26 -10.84  0.3425
H26 0.83 0.06 8.34  -0.3014
C16 4.02 0.53 1.06  0.5127
H27 1.90 -2.16 8.59  0.3683
C17 -0.40 2.69 11.49  -1.2135
C18 -1.54 -1.80 -9.85  0.9342
C19 0.82 -0.05 5.09  0.7147
H28 2.14 3.78 11.86  0.2674
H29 2.19 -2.23 6.84  0.3396
H30 -1.26 -5.32 -10.61  0.3085
H31 -2.58 0.15 -6.85  -0.0411
H32 3.82 -0.05 3.09  0.3861
C20 -2.55 2.23 -6.37  0.0295
H33 2.86 1.36 2.65  0.2758
H34 -0.38 3.76 11.29  0.3432
H35 -0.04 -1.11 7.39  0.3212
H36 -2.60 -5.40 -11.77  0.3604
H37 -1.66 -0.33 -11.36  0.3160
O11 -1.99 -3.02 -9.47  -0.3543
H38 0.05 0.88 -0.29  0.2842
H39 1.28 2.07 -0.73  0.2805

=====

[3]
ORCA calculation (the ωB97M-V functional and the def2-TZVPD basis) on a structure of composition C20H39INOP2Ru.

Results
LUMO energy (spin up / spin down) ... -11.27 / -12.92 eV
Spin multiplicity ... 5
Net charge ... +3

Last column: Mulliken charge in e.
Cartesian coordinates (Å):
C1 2.38 -2.49 -2.91  -1.4664
Ru1 -0.64 -0.83 -2.57  -0.4920
O1 -2.87 0.16 -0.78  -0.3629
H1 -0.47 -2.91 3.50  0.4458
H2 2.08 1.12 0.09  0.2592
C2 2.13 1.55 -3.10  -1.4169
H3 -0.08 -1.37 -4.69  0.5072
H4 -2.15 -2.48 0.22  0.1291
H5 1.55 -0.67 -4.47  0.4176
H6 0.08 0.38 -4.77  0.5834
N1 -0.62 -0.53 1.07  1.1440
I1 -2.88 -2.41 -2.69  0.0533
H7 2.65 2.45 -2.74  0.5331
H8 0.81 -2.18 2.49  0.2688
H9 2.33 1.78 4.24  0.4237
H10 1.85 1.69 -4.14  0.4478
H11 -3.16 4.12 2.49  0.4494
C3 0.52 2.29 3.20  0.6719
C4 -1.18 -1.59 1.93  0.7758
H12 -0.91 2.82 -1.32  0.2356
H13 -0.61 -3.23 0.63  0.1106
H14 1.81 -3.73 -0.17  0.4800
C5 0.50 -0.52 -4.29  -1.5590
C6 -1.33 1.82 1.19  -0.2883
H15 -0.03 -1.19 3.72  0.4509
H16 -0.83 -4.02 -1.48  0.3320
C7 -2.51 4.01 1.62  -1.7129
H17 1.99 3.53 4.24  0.4371
P1 0.87 -2.33 -1.88  1.8844
C8 -1.41 3.02 1.91  0.5776
C9 -0.16 -1.99 2.98  -1.4104
H18 -2.04 -3.56 1.62  0.5657
H19 -0.55 4.15 3.53  0.5247
H20 0.77 -4.72 -1.90  0.5307
P2 0.72 1.13 -1.98  1.1675
H21 3.03 -1.63 -2.74  0.3454
H22 2.85 0.73 -3.04  0.3553
H23 -3.16 -0.77 1.77  0.3283
C10 -0.48 0.72 1.58  -0.7003
H24 -2.98 -1.91 3.13  0.5082
C11 -0.48 2.49 -2.29  -1.2512
H25 1.20 -2.22 0.60  -0.2297
H26 -1.29 2.15 -2.95  0.4167
H27 2.17 -2.56 -3.98  0.4841
H28 0.07 3.32 -2.75  0.4790
C12 1.72 -2.63 -0.27  -0.9875
C13 -0.48 3.24 2.93  -0.4680
C14 1.59 1.90 -0.52  -1.2803
C15 -1.92 -0.27 -1.33  0.5977
H29 1.36 0.39 2.68  0.5399
C16 -1.51 -2.78 1.05  -0.9648
C17 0.04 -3.94 -2.14  -1.5600
H30 -3.12 3.67 0.78  0.3873
C18 0.54 1.09 2.50  -0.7966
H31 0.88 2.48 0.09  0.2382
H32 -2.02 1.68 0.37  0.8659
C19 1.53 2.53 4.30  -1.5368
H33 -2.30 -0.27 3.26  0.3069
H34 2.92 -3.40 -2.62  0.4357
H35 2.73 -2.18 -0.33  0.5702
H36 -0.30 -4.01 -3.18  0.4374
C20 -2.49 -1.11 2.57  -1.6080
H37 2.36 2.58 -0.91  0.5943
H38 1.05 2.44 5.29  0.3601
H39 -2.11 5.00 1.38  0.4341

=====

no.,electronic energy (Ha)
1,-2821.73367
2,-2524.26250
3,-1989.54506